Record 1
19
Properties=species:S:1:pos:R:3:forces:R:3 method="wB97M-V/def2-TZVPD" homo_energy_ha=-0.3480 e_tot_ha=-948.555921 gap_ev=9.8
C -2.183979 0.231308 1.087955 0.4 -0.1 1.3
C 0.978820 -1.671593 2.306262 1.1 -1.2 -1.0
C -0.013807 2.724333 -1.083113 3.3 -2.1 1.2
N -0.561425 -1.449686 0.595759 1.7 0.3 -1.7
O -0.520341 -0.868228 -0.758355 1.4 0.0 -1.7
O -2.065034 -0.027137 -2.762329 0.4 0.2 0.9
O -1.731172 -1.163733 1.006258 -3.4 0.6 2.7
O 0.451058 -0.763343 1.358395 -0.9 0.8 -0.5
O -0.793914 1.620224 -1.543843 -1.8 0.5 -0.3
S -0.767525 0.159285 -2.173602 0.9 -0.6 1.0
H -2.524601 0.473894 2.148875 0.5 -0.6 -1.4
H -3.011866 0.281680 0.401391 -0.2 0.3 -0.2
H -1.374829 0.910501 0.819516 -0.2 -0.2 -0.1
H 0.447016 -1.690250 3.272541 0.4 0.5 -0.3
H 2.084579 -1.412956 2.323325 -1.4 -0.4 0.6
H 0.863459 -2.695834 1.860749 0.3 0.7 0.5
H -0.251734 2.765564 0.046718 0.2 0.9 -2.0
H -0.147483 3.584797 -1.782773 -0.2 -0.6 1.1
H 1.148601 2.374719 -1.100102 -2.5 1.1 -0.1

Record 2
45
Properties=species:S:1:pos:R:3:forces:R:3 method="wB97M-V/def2-TZVPD" homo_energy_ha=-0.3734 e_tot_ha=-1364.455303 gap_ev=10.6
C 0.473011 1.297831 0.624748 0.1 -0.1 0.2
C -0.133257 0.026912 1.186286 -0.1 0.1 -0.1
F 0.829805 -1.004021 1.059564 -0.2 0.2 0.0
C -1.424555 -0.495996 0.516498 0.0 -0.2 0.4
C -2.697897 -0.276765 1.352642 0.0 -0.2 -0.1
C -2.898700 1.216667 1.105680 -0.1 -0.1 0.3
P -4.560598 1.926887 1.366863 -0.1 0.7 -0.3
O -4.669998 3.379337 1.101819 0.0 -0.4 0.1
O -2.589283 1.371239 -0.289564 0.2 -0.2 0.1
C -1.852141 0.287367 -0.710071 -0.2 0.0 -0.4
O -1.713091 0.046906 -1.869664 0.3 0.1 0.2
H -0.100417 2.177923 0.934830 0.0 -0.2 -0.2
H 0.553729 1.264274 -0.464818 0.0 0.0 0.1
H 1.473704 1.405405 1.049024 -0.1 0.1 -0.1
H -0.322301 0.149694 2.260744 0.2 -0.2 -0.1
H -1.230912 -1.547114 0.305468 -0.3 0.1 -0.3
H -3.503360 -0.837676 0.857911 0.0 0.1 0.2
H -2.637726 -0.602025 2.394269 0.1 0.3 -0.1
H -2.214432 1.804955 1.733598 0.0 0.0 -0.2
H -5.373977 1.103280 0.565095 0.0 -0.1 0.1
H -4.860907 1.537543 2.687395 0.0 -0.2 0.0
C -0.529080 -3.519573 -1.888275 0.1 0.0 0.4
O -0.327549 -4.110374 -0.599252 -0.1 0.1 -0.1
H -0.951890 -4.277005 -2.537963 0.0 0.0 0.0
H -1.218829 -2.674139 -1.826034 0.0 0.0 -0.2
H 0.420632 -3.180433 -2.309355 0.0 0.0 -0.1
H 0.069350 -3.448991 -0.025691 0.1 0.0 0.0
C 5.133295 1.146911 0.299157 -0.1 0.1 0.1
O 3.712811 1.270409 0.343154 0.1 0.0 0.1
H 5.533635 2.157186 0.340389 0.1 0.0 0.0
H 5.505220 0.583513 1.158523 0.1 0.0 0.0
H 5.469943 0.669659 -0.623324 0.0 0.0 0.0
H 3.338269 0.384584 0.308546 -0.1 0.0 0.0
C -1.873758 -2.213267 -5.299034 0.0 -0.1 0.0
O -1.707939 -3.563978 -4.878875 0.0 0.1 0.0
H -1.660920 -1.583800 -4.437776 0.0 0.0 0.0
H -1.180800 -1.953259 -6.103454 0.0 0.0 0.0
H -2.896846 -2.016539 -5.629537 0.0 0.0 0.0
H -1.895148 -4.139696 -5.624248 0.0 0.0 0.0
C 4.182727 2.555253 3.910066 -0.1 0.0 -0.2
O 3.827175 3.607683 3.026341 0.0 0.0 0.0
H 4.354351 2.983044 4.894854 0.0 0.1 0.0
H 3.380762 1.815354 3.989416 0.0 0.0 0.0
H 5.098878 2.053106 3.585657 0.0 0.0 0.0
H 3.669012 3.221731 2.158395 0.0 0.0 0.0

Record 3
13
Properties=species:S:1:pos:R:3:forces:R:3 method="wB97M-V/def2-TZVPD" homo_energy_ha=-0.3176 e_tot_ha=-1764.744647 gap_ev=8.3
C 1.495102 0.410987 -0.421046 -0.2 2.5 2.4
C -1.358467 0.475066 -0.853877 -0.3 -0.1 -2.3
C -1.736248 -0.771800 1.300562 -1.9 -1.4 0.0
H 2.719179 -1.263832 -0.749142 0.3 3.8 0.9
H 3.416359 0.224546 0.061050 1.5 0.6 1.1
H -1.653467 1.079471 -1.830876 0.4 -1.7 2.0
H -1.330602 1.197962 -0.021417 0.8 -0.4 -0.6
H -0.905360 -0.129636 1.309736 1.2 0.7 0.4
N 2.699792 -0.165564 -0.463435 -2.1 -4.4 -2.2
S 1.263353 1.901072 0.609996 0.3 -2.9 -2.3
S 0.265800 -0.503082 -1.246129 -1.3 1.7 0.6
S -2.522246 -0.890548 -0.237770 1.1 1.8 -0.8
S -2.353194 -1.564644 2.542349 0.2 -0.3 0.8

Record 4
14
Properties=species:S:1:pos:R:3:forces:R:3 method="wB97M-V/def2-TZVPD" homo_energy_ha=-0.3294 e_tot_ha=-990.646818 gap_ev=9.4
C 2.388160 1.761102 -0.757085 0.0 0.0 -0.7
S 2.403357 2.400062 0.922897 -0.4 -0.8 0.3
S 1.026278 1.091495 1.841997 0.5 0.9 -0.2
H 2.389302 2.596789 -1.451920 0.4 0.2 0.0
H 3.212205 1.085706 -0.959723 0.3 0.1 0.1
H 1.496946 1.216180 -1.027375 -0.5 -0.1 0.5
H 0.123966 2.079859 1.901344 -0.3 -0.3 0.1
C -4.303959 -2.858797 -2.214857 0.9 -0.4 -0.1
C -3.008248 -2.962445 -1.915041 0.7 -1.3 -0.5
O -2.466628 -3.517979 -0.789759 -0.4 0.2 0.3
H -4.538547 -2.292610 -3.100843 -0.3 -0.4 -0.2
H -4.947365 -3.627194 -1.804811 -0.6 0.9 0.6
H -2.216005 -2.982998 -2.663531 0.0 1.3 0.0
H -3.000509 -3.254505 -0.029872 -0.1 -0.3 -0.1

Record 5
83
Properties=species:S:1:pos:R:3:forces:R:3 method="wB97M-V/def2-TZVPD" charge=+1 homo_energy_ha=-0.3934 e_tot_ha=-1811.535061 gap_ev=5.8
C 4.796447 -0.755385 -0.864221 -0.2 0.2 -0.3
O 3.819054 -0.837123 -1.909692 0.0 -0.3 0.4
C 2.655549 -1.497355 -1.474460 0.1 0.3 -0.6
C 1.638364 -1.518521 -2.614976 -0.3 -0.1 0.3
C 0.186579 -1.268563 -2.159758 0.7 0.0 -0.3
C -0.527574 -2.479219 -1.642533 -0.2 -0.3 0.3
C 0.103294 -3.382132 -0.798031 -0.2 0.2 -0.3
N -0.535198 -4.476779 -0.348423 0.2 0.2 -0.1
C -1.786034 -4.784580 -0.697992 -0.7 0.2 -0.4
C -2.482156 -3.934957 -1.534144 0.7 -0.2 0.3
C -1.855081 -2.779473 -1.976148 0.1 0.4 0.2
C -2.679980 -1.874734 -2.860299 0.7 0.2 0.4
O -3.279131 -2.352631 -3.753819 -0.8 -0.6 -1.1
O -2.663083 -0.553884 -2.609769 -0.4 -0.2 0.4
B -3.308134 -0.064184 -1.462917 -0.3 0.8 0.1
O -3.607959 -0.864096 -0.376505 -0.1 -0.2 -0.4
O -3.569492 1.263096 -1.439671 1.1 -0.2 0.2
C -2.877924 1.948218 -0.365060 -0.8 0.1 -0.1
H 5.741889 -1.129120 -1.235636 0.2 -0.1 -0.1
H 4.500350 -1.332529 0.006084 0.0 -0.2 0.1
H 4.906269 0.280273 -0.560242 0.1 0.2 0.0
H 2.914909 -2.524401 -1.196643 0.0 -0.1 0.3
H 2.237679 -0.957598 -0.618516 -0.1 -0.1 0.3
H 1.705728 -2.457517 -3.157393 0.0 -0.1 -0.2
H 1.872750 -0.739844 -3.331255 0.3 0.2 0.0
H -0.338560 -0.842545 -3.000315 -0.3 -0.1 -0.2
H 0.191426 -0.488829 -1.400941 -0.1 0.1 0.2
H 1.116609 -3.246056 -0.464692 0.1 0.0 0.1
H -0.034848 -5.090633 0.281666 0.0 -0.1 0.0
H -2.226152 -5.690360 -0.322985 0.1 -0.2 0.2
H -3.486575 -4.160298 -1.841195 -0.2 -0.1 -0.1
H -4.164627 -1.621354 -0.578375 0.0 -0.1 0.2
H -1.817634 1.709439 -0.355874 0.1 0.0 -0.1
H -3.019165 3.003896 -0.536925 0.1 0.2 0.0
H -3.327253 1.689634 0.589131 0.0 -0.1 0.2
C -2.348476 0.141052 5.349525 0.0 0.1 0.0
O -2.862131 0.628849 4.119558 0.0 -0.1 0.1
C -3.270265 -0.393911 3.230603 0.1 0.3 -0.1
C -4.769670 -0.601866 3.249528 -0.1 -0.3 0.1
O -5.219849 -1.093171 4.497052 0.1 0.1 0.0
C -5.780900 -0.091904 5.334063 -0.1 0.0 0.0
H -2.303166 0.978396 6.043897 0.0 0.0 0.0
H -2.987819 -0.634069 5.775927 0.0 0.0 0.0
H -1.336470 -0.255643 5.210733 0.0 0.0 0.0
H -2.752196 -1.332561 3.456594 0.0 0.0 0.1
H -2.976184 -0.080193 2.223446 0.0 -0.1 0.0
H -5.027374 -1.353752 2.494897 0.0 0.0 0.0
H -5.285594 0.327201 2.988440 0.0 0.0 0.0
H -6.784909 0.174891 4.989891 0.0 0.0 0.0
H -5.158560 0.804465 5.365865 0.0 0.0 0.0
H -5.852902 -0.505545 6.337788 0.0 0.0 0.0
C -0.063003 6.088895 6.106175 -0.1 0.0 0.1
O -1.167365 5.212396 5.956734 0.1 -0.1 -0.1
C -1.603434 5.074432 4.615193 -0.1 0.0 0.2
C -1.092402 3.797207 3.985822 0.1 0.1 -0.2
O 0.321947 3.795531 3.853183 0.0 0.0 0.1
C 0.977817 3.062487 4.871148 0.0 0.0 -0.1
H 0.347353 5.934222 7.102553 -0.1 0.0 0.0
H 0.717342 5.887778 5.369072 0.0 0.0 0.0
H -0.386682 7.130896 6.017183 0.0 0.0 0.0
H -1.302053 5.941458 4.019520 0.0 0.0 0.0
H -2.697389 5.040616 4.632598 0.0 0.0 0.0
H -1.510466 3.711304 2.977402 0.0 0.0 0.0
H -1.424665 2.927835 4.559457 0.0 0.0 0.0
H 0.878773 1.984796 4.692944 0.0 0.0 0.1
H 0.583671 3.301424 5.861097 0.0 0.0 0.0
H 2.033612 3.326981 4.841296 0.0 0.0 0.0
C 3.328561 -1.877487 -7.022032 0.0 -0.1 0.0
O 4.693717 -2.168720 -7.243280 0.0 0.1 0.1
C 5.413883 -1.085799 -7.817858 0.1 -0.2 0.0
C 6.207281 -0.322214 -6.781124 -0.1 0.2 0.0
O 5.362171 0.318802 -5.837407 0.0 -0.2 0.0
C 5.243669 -0.388799 -4.616453 0.1 0.1 -0.1
H 2.929931 -2.650790 -6.364639 0.0 0.0 0.0
H 3.193300 -0.903743 -6.543904 0.0 0.0 0.0
H 2.771876 -1.898550 -7.965086 0.0 0.1 0.0
H 4.734238 -0.412259 -8.347898 0.0 0.0 0.0
H 6.107026 -1.509788 -8.549849 0.0 0.0 0.0
H 6.783993 0.458372 -7.285751 0.0 0.0 0.0
H 6.912205 -0.988471 -6.274867 0.0 0.0 0.0
H 6.149442 -0.256595 -4.012248 0.0 -0.1 0.0
H 5.072003 -1.455841 -4.780691 0.0 0.0 0.0
H 4.399780 0.021526 -4.073574 0.0 0.1 0.0

Record 6
31
Properties=species:S:1:pos:R:3:forces:R:3 method="wB97M-V/def2-TZVPD" homo_energy_ha=-0.3440 e_tot_ha=-4219.284467 gap_ev=9.7
O 0.082599 2.877701 1.534454 -0.2 0.1 0.2
C 0.531838 2.113602 0.706614 0.3 -0.2 -0.3
N 0.355467 2.271096 -0.628691 0.2 0.0 -0.3
H 0.612358 1.515661 -1.244451 0.0 0.0 0.1
C -0.593391 3.227852 -1.143818 -0.3 0.2 0.1
H -0.226159 3.606973 -2.100731 0.0 0.0 0.1
H -0.648250 4.043839 -0.420421 0.0 0.0 -0.2
C -1.991920 2.605901 -1.318588 0.3 0.1 0.1
C -1.958808 1.480868 -2.310674 -0.1 0.0 0.2
C -2.096189 1.747337 -3.669466 0.0 -0.2 0.0
C -2.031601 0.749364 -4.622767 0.0 -0.1 0.0
C -1.821890 -0.559345 -4.216111 0.0 0.2 0.3
C -1.679563 -0.864256 -2.872606 0.0 0.0 -0.1
C -1.746343 0.155133 -1.935645 0.0 0.1 -0.2
Cl -1.563800 -0.279791 -0.264293 -0.1 -0.2 0.1
H -1.519201 -1.882329 -2.556412 0.0 -0.1 0.0
Cl -1.737663 -1.823910 -5.385119 0.0 -0.2 -0.2
H -2.144800 0.979678 -5.669779 0.0 0.0 -0.1
H -2.263317 2.766895 -3.983147 0.0 0.1 0.0
H -2.673941 3.382790 -1.664378 -0.1 0.0 0.0
H -2.333976 2.247801 -0.347503 -0.1 0.1 0.0
C 1.342547 0.915545 1.089431 0.2 -0.2 0.3
C 1.095853 0.332104 2.329134 0.1 -0.1 -0.1
C 1.822040 -0.790567 2.683292 -0.1 0.0 0.1
C 2.772923 -1.292859 1.802769 -0.1 -0.1 0.4
N 3.023621 -0.718881 0.643589 0.4 -0.2 -0.4
C 2.336513 0.352433 0.292020 -0.4 0.3 0.1
H 2.616237 0.783915 -0.660056 -0.1 0.1 -0.1
H 3.351218 -2.175015 2.040219 0.0 -0.1 0.1
Br 1.521511 -1.646324 4.350785 0.1 0.1 -0.2
H 0.349001 0.761354 2.980770 0.0 0.0 0.0